# 1
# C32H43IrN5O4PS

A molecular structure, C32H43IrN5O4PS in a non-equilibrium geometry (the ωB97M-V functional and the def2-TZVPD basis, the Open Molecules 2025 dataset).

Results
**2S+1**: 2
**Frontier orbital gap (spin up / spin down)**: 0.2567 / 0.1785 Eh
**Charge**: +1
**HOMO (spin up / spin down)**: -10.7 / -10.7 eV
**⟨S²⟩**: 0.76

The geometry in XYZ format:
```
87
Properties=species:S:1:pos:R:3:forces:R:3:mulliken_spin:R:1
Ir 0.6095 -0.2438 0.7324 -0.8 -0.4 0.8 0.0040
N -0.7086 -1.9017 4.5238 -0.1 0.1 -0.1 0.0000
C -0.5548 -1.2491 3.3551 0.1 -0.2 0.4 0.0002
S 1.0610 -0.9763 2.8101 0.5 -0.1 0.7 0.0002
N -1.6072 -0.8299 2.7258 0.0 0.0 -0.4 0.0006
N -1.2957 -0.2578 1.5136 -0.1 0.2 -0.4 0.0001
C -2.2790 0.3028 0.9146 -0.1 0.4 -0.1 -0.0007
C -2.0621 0.8387 -0.4189 0.0 -0.2 0.3 -0.0003
C -2.9974 1.6029 -1.0959 -0.1 0.1 0.0 0.0006
C -2.6458 2.1320 -2.3266 0.0 0.0 0.0 -0.0002
C -1.3844 1.8654 -2.8375 0.0 0.0 0.0 0.0001
C -0.5278 1.0570 -2.1107 -0.2 0.0 0.1 -0.0006
N -0.8669 0.5477 -0.9274 0.8 -0.2 -1.0 -0.0007
H 0.0861 -2.1190 5.0970 0.0 0.0 0.0 0.0000
H -1.6294 -1.9562 4.9258 0.0 0.0 0.0 0.0000
H -3.2444 0.3566 1.4026 0.0 0.0 0.0 0.0001
H -3.9649 1.7917 -0.6512 0.0 0.0 0.0 0.0000
H -3.3429 2.7516 -2.8742 0.0 0.0 0.0 -0.0001
H -1.0601 2.2782 -3.7821 0.0 0.0 0.0 0.0001
H 0.4590 0.8131 -2.4807 0.0 0.1 0.1 0.0003
O 7.6102 1.5980 0.7945 -0.1 0.2 0.2 0.5558
C 7.0624 0.7166 0.1422 0.0 -0.8 -0.8 0.0681
O 7.2559 -0.1072 -0.7278 0.1 0.4 0.3 0.2327
C 5.5306 0.6319 0.6178 -0.1 0.3 0.2 0.1249
C 5.1322 -0.4364 1.3954 0.2 0.0 0.2 -0.0247
C 3.7806 -0.5834 1.6264 -0.1 0.2 -0.2 0.0220
N 2.8613 0.2379 1.0913 0.6 -0.4 -1.2 -0.0133
C 3.2949 1.3175 0.4310 -0.1 0.0 0.3 0.0219
C 4.6308 1.5669 0.1715 0.0 0.2 0.1 -0.0201
C 2.2214 2.2971 0.0099 -0.7 -0.2 -0.2 0.0046
O 2.5282 3.4022 -0.3698 0.2 0.0 -0.1 0.0004
O 1.0255 1.8012 0.0734 0.2 0.9 0.8 0.0028
H 5.8379 -1.1467 1.8031 0.0 0.0 0.0 0.0083
H 3.4273 -1.3815 2.2596 0.0 -0.1 -0.1 0.0007
H 4.9020 2.4752 -0.3494 0.0 0.0 0.0 0.0088
C 2.7153 -5.9810 1.3797 0.0 0.0 0.1 0.0000
C 3.5475 -4.7014 1.3612 -0.1 0.0 0.0 0.0003
C 2.9221 -3.6596 0.4146 -0.1 -0.3 0.0 0.0023
C 1.3879 -3.7895 0.3691 0.1 0.1 0.3 -0.0009
C 0.8876 -4.2549 1.7468 0.0 -0.1 -0.1 -0.0001
C 1.3093 -5.7168 1.9529 0.1 0.0 0.0 0.0000
P 0.5758 -2.2942 -0.3228 -0.3 -0.1 0.2 -0.0017
C -1.0983 -2.8803 -0.8764 0.0 -0.1 0.0 0.0009
C -2.2161 -2.8479 0.1832 0.0 -0.2 -0.1 -0.0002
C -3.4441 -3.5935 -0.3348 0.1 -0.1 0.0 0.0002
C -3.1624 -5.0997 -0.4626 0.0 0.0 0.0 0.0000
C -1.6703 -5.3656 -0.6864 -0.1 0.1 -0.1 0.0000
C -1.0635 -4.2787 -1.5689 -0.1 0.1 0.0 -0.0003
C 1.4040 -1.9445 -1.9592 0.1 -0.1 0.0 -0.0001
C 1.7595 -3.2082 -2.7912 0.0 0.2 -0.1 0.0002
C 2.8923 -2.9329 -3.7903 -0.1 0.0 0.0 0.0000
C 2.7464 -1.5353 -4.3766 0.1 0.0 0.0 0.0001
C 3.0150 -0.4920 -3.2849 -0.1 -0.1 0.0 0.0000
C 2.6154 -1.0007 -1.8868 0.0 -0.1 -0.1 0.0044
H 3.2189 -6.7500 1.9647 0.0 0.0 0.0 0.0000
H 2.6394 -6.3650 0.3583 0.0 0.0 0.0 0.0000
H 4.5655 -4.9188 1.0367 0.0 0.0 0.0 0.0000
H 3.6176 -4.2987 2.3767 0.0 0.0 0.0 -0.0002
H 3.3418 -3.7828 -0.5853 0.0 0.0 0.0 0.0000
H 3.1848 -2.6627 0.7409 0.1 0.2 0.0 0.0004
H 1.1242 -4.5757 -0.3415 0.0 0.0 0.0 -0.0001
H -0.1914 -4.1514 1.8604 0.0 0.0 0.0 0.0001
H 1.3427 -3.6294 2.5102 0.0 0.1 0.1 0.0001
H 0.5884 -6.3830 1.4736 0.0 0.0 0.0 0.0000
H 1.2887 -5.9428 3.0205 0.0 0.0 0.0 0.0000
H -1.3633 -2.1332 -1.6332 0.0 0.0 0.0 0.0000
H -2.4750 -1.8239 0.3969 -0.1 -0.1 0.0 -0.0003
H -1.8953 -3.3014 1.1231 0.0 0.1 0.0 0.0001
H -3.7185 -3.1765 -1.3089 0.0 0.0 0.0 0.0000
H -4.2915 -3.4222 0.3296 0.0 0.0 0.0 0.0000
H -3.7341 -5.5059 -1.2987 0.0 0.0 0.0 0.0000
H -3.4976 -5.6253 0.4331 0.0 0.0 0.0 0.0000
H -1.5320 -6.3414 -1.1532 0.0 0.0 0.0 0.0000
H -1.1425 -5.3966 0.2697 0.0 0.0 0.0 0.0000
H -1.6458 -4.2164 -2.4923 0.0 0.0 0.0 -0.0001
H -0.0602 -4.5581 -1.8697 -0.1 0.0 0.0 0.0001
H 0.6219 -1.3891 -2.4908 0.0 -0.1 0.0 0.0004
H 0.8789 -3.5228 -3.3520 0.0 0.0 0.0 0.0000
H 2.0448 -4.0391 -2.1482 0.0 0.0 0.0 0.0000
H 2.8650 -3.6894 -4.5747 0.0 0.0 0.0 0.0000
H 3.8649 -3.0190 -3.2964 0.0 0.0 0.0 0.0000
H 1.7359 -1.4184 -4.7801 0.0 0.0 0.0 0.0000
H 3.4376 -1.3925 -5.2068 0.0 0.0 0.0 0.0000
H 2.4805 0.4353 -3.5083 0.0 0.0 0.0 -0.0001
H 4.0777 -0.2435 -3.2706 0.0 0.0 0.0 -0.0003
H 2.3699 -0.1491 -1.2670 0.0 0.1 0.0 -0.0017
H 3.4610 -1.5109 -1.4193 0.0 0.0 0.1 -0.0002
```
Positions in Å, forces in eV/Å.

# 2
# C32H43N6O5PS2V

A molecular structure, C32H43N6O5PS2V in a non-equilibrium geometry (the ωB97M-V functional and the def2-TZVPD basis, the Open Molecules 2025 dataset).

Results
**2S+1**: 2
**Frontier orbital gap (spin up / spin down)**: 0.1888 / 0.2699 Eh
**Charge**: 0
**HOMO (spin up / spin down)**: -5.6 / -7.9 eV
**⟨S²⟩**: 0.78

The geometry in XYZ format:
```
90
Properties=species:S:1:pos:R:3:forces:R:3:mulliken_spin:R:1
V -0.1839 -0.6056 -0.1133 2.4 3.2 -1.0 0.1564
C -4.2699 -0.8937 -1.4240 0.0 0.0 0.1 -0.0005
C -3.0564 -1.0547 -0.5538 0.0 0.8 -0.6 0.0107
N -2.0284 -0.2697 -0.7451 -1.2 -1.2 0.3 -0.0068
N -2.2037 0.6560 -1.7291 -0.9 0.8 -0.4 0.0048
C -1.1878 0.9439 -2.4518 0.2 -0.2 -0.3 0.0055
S 0.3649 0.2308 -2.2934 0.0 -0.6 0.3 -0.0133
S -1.4707 2.0629 -3.8053 -0.1 0.0 -0.2 -0.0009
C -2.3423 0.8804 -4.9366 0.2 0.3 0.4 0.0010
C -1.4080 -0.1282 -5.5201 0.0 -0.1 -0.1 0.0003
C -0.7509 0.1407 -6.7172 0.0 0.0 0.1 -0.0005
C 0.1463 -0.7686 -7.2483 0.0 0.1 -0.1 0.0003
C 0.4086 -1.9549 -6.5816 0.1 -0.1 0.0 -0.0003
C -0.2337 -2.2278 -5.3855 0.0 -0.1 0.0 0.0003
C -1.1432 -1.3246 -4.8609 -0.1 0.0 -0.1 -0.0001
C -2.9655 -2.1500 0.3842 0.7 -0.4 0.4 -0.0015
C -4.1009 -2.6911 1.0029 0.1 0.1 -0.1 0.0002
C -4.0214 -3.7855 1.8326 -0.1 0.0 0.1 0.0020
C -2.7889 -4.3990 2.0484 -0.1 0.1 0.0 0.0003
C -1.6535 -3.8954 1.4573 0.2 0.1 -0.3 0.0023
C -1.6983 -2.7560 0.6296 -1.8 -0.7 0.5 0.0035
O -0.6029 -2.3098 0.0780 -0.1 -1.6 0.0 0.0083
H -3.9981 -1.1393 -2.4518 0.0 0.0 0.0 0.0004
H -4.5988 0.1439 -1.4259 0.0 0.0 0.0 0.0003
H -5.0824 -1.5462 -1.1257 0.0 -0.1 0.0 0.0003
H -2.7652 1.5253 -5.7053 -0.1 0.0 0.0 0.0000
H -3.1375 0.4260 -4.3480 -0.1 0.0 -0.1 0.0001
H -0.9493 1.0715 -7.2315 0.0 0.1 0.0 -0.0001
H 0.6456 -0.5498 -8.1819 0.0 0.0 0.0 0.0000
H 1.1078 -2.6668 -6.9970 0.0 0.0 0.0 0.0000
H -0.0264 -3.1484 -4.8570 0.0 -0.1 0.0 0.0001
H -1.6504 -1.5561 -3.9319 0.0 0.0 0.0 -0.0003
H -5.0548 -2.2111 0.8387 -0.1 0.0 0.0 -0.0002
H -4.9108 -4.1708 2.3085 -0.1 0.0 0.0 0.0003
H -2.7222 -5.2707 2.6834 0.0 -0.1 0.0 0.0001
H -0.6945 -4.3743 1.6105 0.0 0.0 0.0 0.0002
N -1.9213 2.2409 3.4569 0.0 0.1 -0.1 0.0012
C -0.8493 1.2506 3.6095 0.0 -0.1 0.1 -0.0173
C -1.1846 0.1059 4.5587 0.1 -0.1 -0.3 -0.0020
C -0.1143 -0.9768 4.4057 0.0 0.0 0.5 0.0034
N -0.1437 -1.4741 3.0256 -0.1 0.0 -0.1 0.0005
C 1.2628 -0.4088 4.7707 -0.1 0.1 -0.3 0.0014
C 1.6251 0.8730 4.0036 0.0 0.1 0.3 -0.0067
N 2.0608 0.5335 2.6582 0.0 0.0 -0.2 0.0055
C 0.4583 1.8854 4.0749 0.0 -0.1 -0.3 0.0059
H -2.8282 1.8065 3.5922 0.0 0.0 0.0 0.0001
H -1.5961 2.6394 1.5246 0.2 0.2 -0.1 0.0076
H -1.8359 2.9771 4.1485 0.0 0.0 0.0 0.0004
H -0.6990 0.7996 2.6230 0.1 0.2 0.1 0.0263
H -2.1662 -0.3140 4.3124 0.0 0.0 0.0 0.0000
H -1.2112 0.4572 5.5941 -0.1 0.0 0.0 0.0000
H -0.3406 -1.7898 5.1165 0.0 0.1 -0.1 0.0000
H -1.0811 -1.8087 2.8229 0.1 -0.2 0.0 -0.0032
H 0.4897 -2.2604 2.9272 -0.1 0.0 -0.1 0.0009
H 2.0342 -1.1583 4.5811 0.1 0.0 0.1 0.0000
H 1.2588 -0.1900 5.8405 0.0 0.0 0.0 -0.0006
H 2.4881 1.3335 4.4992 -0.1 -0.1 0.0 -0.0009
H 2.2647 1.3782 2.1313 0.0 -0.1 0.0 -0.0001
H 1.3123 0.0403 2.1772 0.1 0.1 0.0 0.0142
H 0.6953 2.7606 3.4637 0.0 0.0 0.0 -0.0026
H 0.3463 2.2256 5.1113 -0.1 0.0 0.0 -0.0002
O -1.1460 3.0992 0.7748 -0.4 -0.3 0.2 0.0432
C -0.0484 2.4555 0.3506 0.6 2.1 -0.1 0.2382
O 0.0005 1.1920 0.3254 -0.1 -1.8 0.9 0.0448
C 1.0564 3.2820 -0.0286 -0.7 -0.7 0.2 -0.0098
C 2.2837 2.6999 -0.4142 0.1 0.0 -0.1 0.1171
C 3.3804 3.4868 -0.6460 0.2 0.1 0.0 -0.0632
C 3.2727 4.8772 -0.5244 -0.7 -0.4 0.1 0.1564
C 2.0464 5.4725 -0.2040 0.2 0.1 0.0 -0.0613
C 0.9532 4.6884 0.0480 0.0 0.1 0.0 0.1582
N 4.4140 5.6989 -0.7358 0.5 0.3 -0.1 -0.0017
O 4.2686 6.9140 -0.6739 0.1 -0.1 0.0 0.0519
O 5.4886 5.1535 -0.9606 0.0 0.1 0.0 0.0506
H 2.3251 1.6252 -0.5273 0.1 0.0 0.0 0.0495
H 4.3363 3.0690 -0.9222 0.0 -0.1 0.0 -0.0032
H 1.9993 6.5493 -0.1519 -0.1 0.0 0.0 0.0014
H 0.0001 5.1266 0.2991 0.0 0.1 0.0 0.0228
C 3.4833 -0.8811 -1.0233 -0.3 0.1 0.1 -0.0018
P 2.0529 -1.6799 -0.1935 1.2 -0.4 0.1 -0.0021
C 1.7974 -3.0911 -1.3368 -0.1 0.1 0.1 0.0004
C 2.9288 -2.5300 1.1802 -0.2 0.2 -0.2 -0.0006
H 4.2510 -1.6283 -1.2278 0.0 0.0 0.0 0.0000
H 3.9044 -0.1059 -0.3841 0.0 0.0 0.0 0.0011
H 3.1537 -0.4344 -1.9616 0.1 0.1 0.0 0.0012
H 2.7452 -3.5719 -1.5780 0.0 0.0 0.0 0.0000
H 1.3272 -2.7203 -2.2481 0.0 -0.1 0.0 -0.0001
H 1.1309 -3.8086 -0.8626 0.0 0.0 -0.1 -0.0002
H 3.7971 -3.0564 0.7823 0.0 0.0 0.1 0.0000
H 2.2585 -3.2517 1.6461 0.0 0.0 0.1 0.0001
H 3.2414 -1.7902 1.9163 0.0 0.0 0.0 0.0002
```
Positions in Å, forces in eV/Å.

# 3
# C32H43N7NiO2P2Si2

A molecular structure, C32H43N7NiO2P2Si2 (the ωB97M-V functional and the def2-TZVPD basis, the Open Molecules 2025 dataset).

Results
**Frontier orbital gap (spin up / spin down)**: 0.2589 / 0.2588 Eh
**Charge**: 0
**HOMO (spin up / spin down)**: -6.9 / -6.9 eV

The geometry in XYZ format:
```
89
Properties=species:S:1:pos:R:3:forces:R:3:lowdin_charge:R:1
Ni 0.0264 -1.0810 -0.0432 0.1 -0.2 0.3 0.2605
C -3.1572 -3.4490 0.3748 0.0 0.0 0.0 -0.1700
Si -3.2911 -1.6780 -0.2432 0.0 0.0 0.0 0.3368
C -4.8775 -0.9959 0.4952 0.0 0.0 0.0 -0.1695
C -3.4629 -1.7052 -2.1058 0.0 0.0 0.0 -0.1563
N -1.9219 -0.7791 0.2969 0.1 0.1 0.0 -0.2791
P -1.6128 0.8160 0.1853 -0.1 0.0 -0.1 0.6855
C 0.0270 0.8387 0.0944 0.0 0.1 0.1 -0.4232
P 1.6629 0.8301 -0.0822 0.1 0.0 -0.1 0.6842
N 1.9864 -0.7524 -0.0216 -0.2 0.0 -0.1 -0.2708
Si 3.3722 -1.7564 -0.0544 0.0 0.1 0.1 0.3249
C 4.9312 -0.7862 -0.4367 0.0 0.0 0.0 -0.1686
C 3.2092 -3.1276 -1.3244 0.0 0.0 0.0 -0.1702
C 3.6208 -2.5649 1.6238 0.0 0.0 0.0 -0.1755
C 2.5473 1.7980 1.1761 0.0 0.0 0.0 -0.2731
C 3.8744 2.1948 1.0218 0.0 0.0 0.0 -0.0991
C 4.5244 2.8722 2.0424 0.0 0.0 0.0 -0.0793
C 3.8504 3.1638 3.2214 0.0 0.0 0.0 -0.0877
C 2.5257 2.7823 3.3775 0.0 0.0 0.0 -0.0799
C 1.8758 2.1022 2.3573 0.0 0.0 0.0 -0.0749
C 2.2212 1.5330 -1.6639 0.0 0.0 0.0 -0.2866
C 2.3802 0.6911 -2.7617 0.0 0.0 0.0 -0.0895
C 2.6719 1.2163 -4.0126 0.0 0.0 0.0 -0.0784
C 2.8039 2.5884 -4.1757 0.0 0.0 0.0 -0.0891
C 2.6407 3.4344 -3.0871 0.0 0.0 0.0 -0.0825
C 2.3490 2.9092 -1.8371 0.0 0.0 0.0 -0.0830
C -2.4382 1.5544 -1.2582 0.0 0.0 0.0 -0.2850
C -1.7598 1.5249 -2.4753 0.0 0.0 0.0 -0.0751
C -2.3757 1.9803 -3.6307 0.0 0.0 0.0 -0.0759
C -3.6731 2.4731 -3.5773 0.0 0.0 0.0 -0.0862
C -4.3495 2.5203 -2.3663 0.0 0.0 0.0 -0.0810
C -3.7327 2.0651 -1.2096 0.0 0.0 0.0 -0.0973
C -2.3060 1.7326 1.5901 0.0 0.0 0.0 -0.2906
C -2.8556 1.0670 2.6792 0.0 0.0 0.0 -0.0829
C -3.2898 1.7798 3.7900 0.0 0.0 0.0 -0.0800
C -3.1722 3.1607 3.8166 0.0 0.0 0.0 -0.0891
C -2.6192 3.8327 2.7325 0.0 0.0 0.0 -0.0822
C -2.1877 3.1217 1.6250 0.0 0.0 0.0 -0.0875
H -4.1410 -3.9214 0.3218 0.0 0.0 0.0 0.0338
H -2.8351 -3.4794 1.4192 0.0 0.0 0.0 0.0234
H -2.4810 -4.0647 -0.2183 0.0 0.0 0.0 0.0096
H -5.7294 -1.5566 0.1027 0.0 0.0 0.0 0.0321
H -5.0346 0.0558 0.2477 0.0 0.0 0.0 0.0102
H -4.8918 -1.0897 1.5829 0.0 0.0 0.0 0.0236
H -4.2527 -2.3931 -2.4170 0.0 0.0 0.0 0.0334
H -2.5289 -2.0270 -2.5714 0.0 0.0 0.0 0.0169
H -3.7067 -0.7138 -2.4938 0.0 0.0 0.0 0.0185
H 4.8231 -0.1673 -1.3300 0.0 0.0 0.0 0.0241
H 5.7600 -1.4773 -0.6074 0.0 0.0 0.0 0.0317
H 5.2085 -0.1393 0.3973 0.0 0.0 0.0 0.0161
H 2.7814 -2.7719 -2.2632 0.0 0.0 0.0 0.0228
H 2.5879 -3.9487 -0.9644 0.0 0.0 0.0 0.0103
H 4.1920 -3.5516 -1.5438 0.0 0.0 0.0 0.0324
H 3.7184 -1.8061 2.4044 0.0 0.0 0.0 0.0302
H 4.5251 -3.1777 1.6365 0.0 0.0 0.0 0.0300
H 2.7826 -3.2143 1.8888 0.0 0.0 0.0 0.0035
H 4.3983 1.9827 0.0981 0.0 0.0 0.0 0.0969
H 5.5553 3.1781 1.9167 0.0 0.0 0.0 0.1035
H 4.3582 3.6953 4.0158 0.0 0.0 0.0 0.1009
H 1.9958 3.0188 4.2912 0.0 0.0 0.0 0.1024
H 0.8367 1.8070 2.4576 0.0 0.0 0.0 0.0923
H 2.2615 -0.3786 -2.6288 0.0 0.0 0.0 0.0898
H 2.7948 0.5546 -4.8603 0.0 0.0 0.0 0.1033
H 3.0331 2.9988 -5.1505 0.0 0.0 0.0 0.1002
H 2.7401 4.5049 -3.2125 0.0 0.0 0.0 0.1017
H 2.2181 3.5745 -0.9914 0.0 0.0 0.0 0.1094
H -0.7439 1.1438 -2.5000 0.0 0.0 0.0 0.0960
H -1.8431 1.9534 -4.5724 0.0 0.0 0.0 0.1038
H -4.1552 2.8279 -4.4790 0.0 0.0 0.0 0.1010
H -5.3566 2.9147 -2.3217 0.0 0.0 0.0 0.1028
H -4.2606 2.1161 -0.2638 0.0 0.0 0.0 0.0990
H -2.9362 -0.0127 2.6518 0.0 0.0 0.0 0.0868
H -3.7186 1.2557 4.6342 0.0 0.0 0.0 0.1022
H -3.5111 3.7165 4.6814 0.0 0.0 0.0 0.1007
H -2.5248 4.9109 2.7535 0.0 0.0 0.0 0.1024
H -1.7537 3.6459 0.7804 0.0 0.0 0.0 0.1143
N -0.0386 -2.0601 2.5885 0.0 0.0 0.0 0.0740
N -0.0144 -3.4130 2.2414 0.1 -0.1 0.1 -0.0073
C 0.0282 -3.9505 1.0107 0.0 -0.1 0.0 -0.4031
N 0.0518 -5.2870 0.9530 0.0 0.1 0.0 0.2059
N 0.0470 -3.1156 -0.0337 0.2 0.1 0.1 0.0980
N -0.0213 -3.6230 -1.3086 -0.7 0.0 0.0 -0.4162
O -0.0508 -4.8310 -1.5346 0.2 0.0 -0.1 0.0285
O -0.1302 -2.7808 -2.1667 0.3 0.0 -0.3 0.0636
H 0.8010 -1.6062 2.2330 0.0 0.0 0.0 0.0588
H -0.8394 -1.6176 2.1363 0.0 0.0 0.0 0.0437
H 0.0216 -4.0441 3.0240 0.0 0.0 0.0 0.1430
H -0.0668 -5.8255 1.7914 0.0 0.0 0.0 0.1191
H 0.0274 -5.7171 0.0397 0.0 0.0 0.0 0.0875
```
Positions in Å, forces in eV/Å.

Listing energy relative to the best compared isomer or geometry (same formula, charge and spin) for the structures above in their given order: 10.6, 10.5, 0.0 kcal per mole.
Listing E for the structures above in their given order: -72479.36517, -109705.92005, -123784.68070 eV.